Record 1
DFT (the ωB97M-V functional and the def2-TZVPD basis) results for a cluster of 2 separate species, C9H14 in total.

Spin multiplicity: 1
Structure (SMILES): Cc1ccccc1.CC
Lowest unoccupied orbital energy in hartree: 0.0362
Total charge: 0
Relative energy (zero: lowest compared OMol25 entry of this formula, charge and spin) in kJ/mol: 210.5
HOMO level in eV: -8.8

Each line ends with the natural charge from an NBO analysis.
Atoms and positions in Å:
C (-2.999, 2.237, 1.924)  -0.61
C (-3.233, 0.703, 1.730)  -0.61
H (-2.129, 2.306, 2.696)  0.20
H (-2.676, 2.860, 1.137)  0.21
H (-3.891, 2.739, 2.336)  0.21
H (-2.640, 0.207, 1.034)  0.20
H (-4.303, 0.581, 1.681)  0.21
H (-3.068, 0.192, 2.632)  0.20
C (2.780, 1.157, -1.385)  -0.63
C (1.842, -1.303, -1.174)  -0.21
C (1.768, 0.109, -1.042)  -0.05
C (0.830, -2.295, -0.812)  -0.20
C (0.595, 0.510, -0.385)  -0.20
C (-0.186, -1.821, -0.046)  -0.24
C (-0.203, -0.443, 0.280)  -0.21
H (2.796, -1.851, -1.387)  0.21
H (0.959, -3.384, -1.146)  0.22
H (3.855, 0.783, -1.090)  0.22
H (2.748, 2.039, -0.815)  0.22
H (0.319, 1.598, -0.353)  0.21
H (-0.866, -2.580, 0.361)  0.22
H (-0.975, -0.059, 0.964)  0.21
H (2.700, 1.430, -2.587)  0.22


Record 2
DFT (the ωB97M-V functional and the def2-TZVPD basis) results for the molecule CH5BS.

Spin multiplicity: 1
Lowest unoccupied orbital energy in hartree: 0.0222
Total charge: 0
Relative energy (zero: lowest compared OMol25 entry of this formula, charge and spin) in kJ/mol: 169.2
HOMO level in eV: -10.2

Each line ends with the natural charge from an NBO analysis.
Atoms and positions in Å:
B (-0.378, -0.786, -0.177)  -0.09
C (-0.211, 0.767, -0.142)  -0.63
S (1.490, -0.048, 0.027)  0.19
H (-0.848, -1.090, 0.782)  -0.03
H (-0.733, -1.117, -1.199)  -0.02
H (-0.557, 1.566, 0.597)  0.24
H (-0.049, 1.105, -1.118)  0.20
H (1.287, -0.397, 1.229)  0.13


Computed frontier orbital gap, in the same sequence as the records: 9.80 10.80 eV.